Entry 1
{"formula": "C3H7BO3", "method": "the ωB97M-V functional and the def2-TZVPD basis", "lumo_ev": 0.552, "gap_ev": 9.439, "smiles": "C=COCB(O)O", "e_homo_ha": -0.3266, "elements": ["C", "C", "O", "C", "B", "O", "O", "H", "H", "H", "H", "H", "H", "H"], "positions_angstrom": [[-0.876, -1.233, -1.117], [-0.005, -0.179, -1.329], [0.867, 0.733, -0.687], [1.390, 0.749, 0.601], [-0.031, 0.231, 1.383], [-0.125, -0.502, 2.537], [-1.109, 0.574, 0.652], [-0.791, -2.098, -0.466], [-1.267, -1.437, -2.052], [-0.191, 0.167, -2.330], [1.260, 1.793, 0.842], [2.348, 0.446, 0.958], [-1.092, -0.676, 2.660], [-1.180, 1.274, 0.011]], "lowdin_charge": [0.038, -0.164, -0.131, -0.067, -0.619, 0.162, 0.130, 0.070, 0.021, 0.105, 0.106, 0.100, 0.129, 0.119]}


Entry 2
{"formula": "C3H7BO3", "method": "the ωB97M-V functional and the def2-TZVPD basis", "lumo_ev": [-0.137, 0.321], "gap_ev": [6.793, 7.812], "e_homo_ha": [-0.2547, -0.2753], "elements": ["B", "C", "C", "C", "O", "O", "O", "H", "H", "H", "H", "H", "H", "H"], "positions_angstrom": [[2.767, 0.082, -0.176], [1.510, 0.465, 0.510], [-0.516, 0.263, -0.229], [-2.859, 0.266, 0.304], [2.960, -0.558, -1.392], [3.703, 0.554, 0.715], [-1.514, 0.800, 0.403], [1.453, 1.206, 1.211], [-0.675, -0.569, -0.834], [-3.416, 0.852, -0.451], [-3.560, 0.396, 1.212], [-2.837, -0.845, 0.130], [3.937, -0.593, -1.701], [4.488, -0.058, 1.028]], "lowdin_charge": [-0.860, 0.203, 0.059, -0.060, 0.092, 0.066, -0.136, -0.019, 0.044, 0.091, 0.112, 0.101, 0.141, 0.164]}


Name the most stable of them. entry 1.


Entry 1
{"formula": "C11H14IN", "method": "the ωB97M-V functional and the def2-TZVPD basis", "lumo_ev": [0.021, -1.480], "spin_multiplicity": 3, "s_squared": 2.03, "gap_ev": [6.894, 7.453], "e_homo_ha": [-0.2526, -0.3283], "elements": ["C", "C", "C", "C", "C", "C", "C", "C", "C", "C", "C", "N", "I", "H", "H", "H", "H", "H", "H", "H", "H", "H", "H", "H", "H", "H", "H"], "positions_angstrom": [[-0.245, -3.145, 0.097], [1.141, -3.255, 0.125], [-0.765, -1.801, -0.015], [1.989, -2.122, 0.000], [-0.010, -0.742, -0.317], [1.424, -0.859, -0.255], [-0.015, 1.820, -0.714], [-0.758, 0.640, -0.209], [0.594, 2.941, 0.045], [-2.083, 0.628, -1.104], [-1.015, 0.854, 1.296], [2.206, 0.243, -0.628], [3.730, 0.534, 0.646], [-0.816, -3.992, 0.184], [1.662, -4.201, 0.350], [-1.821, -1.754, -0.132], [3.043, -2.048, 0.323], [0.089, 1.936, -1.746], [-0.051, 3.771, 0.405], [1.363, 3.345, -0.505], [1.120, 2.621, 1.003], [-2.872, 0.696, -0.324], [-2.185, -0.241, -1.667], [-2.264, 1.455, -1.824], [-1.314, -0.139, 1.786], [-1.972, 1.412, 1.448], [-0.174, 1.401, 1.734]], "lowdin_charge": [-0.028, -0.079, -0.060, -0.076, -0.125, -0.418, -0.127, -0.460, -0.128, -0.019, -0.036, -0.370, 0.862, 0.072, 0.107, 0.107, 0.035, 0.082, 0.090, 0.034, 0.062, 0.082, 0.041, 0.090, 0.108, 0.090, 0.065]}


Entry 2
{"formula": "C11H14IN", "method": "the ωB97M-V functional and the def2-TZVPD basis", "lumo_ev": [0.392, -0.751], "spin_multiplicity": 3, "s_squared": 2.05, "gap_ev": [6.581, 8.336], "e_homo_ha": [-0.2274, -0.3340], "elements": ["C", "C", "C", "C", "C", "C", "C", "C", "C", "C", "C", "N", "I", "H", "H", "H", "H", "H", "H", "H", "H", "H", "H", "H", "H", "H", "H"], "positions_angstrom": [[1.865, 1.289, -1.489], [2.344, 1.269, -0.183], [0.499, 1.190, -1.731], [1.548, 1.706, 0.831], [-0.398, 1.479, -0.716], [0.154, 1.934, 0.596], [-0.766, 2.129, 1.507], [0.982, -2.100, -0.118], [-0.430, -2.384, -0.684], [-1.527, -1.342, -0.337], [-1.735, -1.363, 1.097], [-1.635, 2.737, 2.107], [-3.298, -0.357, 2.178], [2.710, 1.155, -2.240], [3.307, 1.089, 0.054], [0.227, 1.060, -2.806], [1.750, 1.809, 1.835], [-1.340, 1.710, -1.004], [0.897, -1.473, 0.872], [1.695, -1.589, -0.843], [1.555, -2.976, 0.087], [-0.937, -3.218, -0.275], [-0.508, -2.527, -1.761], [-0.927, -0.337, -0.697], [-2.536, -1.365, -0.916], [-1.099, -1.737, 1.902], [-2.397, 2.213, 2.735]], "lowdin_charge": [-0.107, -0.106, -0.107, -0.025, -0.065, -0.202, -0.188, -0.090, -0.263, -0.352, -0.588, 0.122, 0.784, 0.126, 0.072, 0.127, 0.090, 0.083, 0.102, 0.079, 0.044, 0.077, 0.104, 0.102, 0.139, 0.012, 0.032]}


Name the most stable of them. entry 1.


Entry 1
{"formula": "BrMn", "method": "the ωB97M-V functional and the def2-TZVPD basis", "lumo_ev": [-8.378, -8.262], "spin_multiplicity": 6, "s_squared": 8.77, "gap_ev": [6.406, 6.530], "charge": 1, "e_homo_ha": [-0.5433, -0.5436], "elements": ["Mn", "Br"], "positions_angstrom": [[-2.479, 19.337, -23.779], [-5.187, 19.022, -23.460]], "lowdin_charge": [1.121, -0.121]}


Entry 2
{"formula": "BrMn", "method": "the ωB97M-V functional and the def2-TZVPD basis", "lumo_ev": [-7.173, -7.500], "spin_multiplicity": 6, "s_squared": 8.76, "gap_ev": [8.906, 9.123], "charge": 1, "e_homo_ha": [-0.5909, -0.6109], "elements": ["Mn", "Br"], "positions_angstrom": [[-0.943, 0.363, -0.200], [0.943, -0.363, 0.200]], "lowdin_charge": [0.759, 0.241]}


Name the most stable of them. entry 2.